C18H15F3NO4S2 | ωB97M-V/def2-TZVPD

ORCA input file:
```
! RIJCOSX wB97M-V def2-TZVPD def2/J DEFGRID3
* xyz -1 1
O -2.698 2.485 -0.662
S -2.579 0.977 -0.460
O -3.856 0.552 0.240
F -2.473 0.335 -2.035
N -1.163 0.738 0.459
S -0.912 -0.910 0.861
O -2.114 -1.803 0.717
O -0.388 -0.951 2.278
C 0.343 -1.556 -0.375
C 0.072 -2.931 -1.062
C 1.105 -3.460 -2.120
C 2.370 -2.603 -2.470
C 2.632 -1.210 -1.727
C 1.616 -0.700 -0.675
H -0.851 -3.558 -0.812
H 0.971 -4.467 -2.656
H 3.097 -2.984 -3.261
H 3.549 -0.553 -1.937
H 1.767 0.279 -0.116
F -7.523 7.457 1.251
C -6.713 6.449 0.876
C -7.078 5.141 1.157
C -6.243 4.099 0.765
C -5.047 4.376 0.106
C -4.689 5.694 -0.166
C -5.529 6.736 0.216
H -8.008 4.945 1.678
H -6.522 3.072 0.973
H -4.394 3.562 -0.195
H -3.756 5.908 -0.676
H -5.270 7.767 0.004
F 5.737 -1.483 -0.881
C 5.796 -2.525 -0.035
C 6.858 -2.622 0.851
C 6.918 -3.697 1.731
C 5.921 -4.668 1.708
C 4.862 -4.564 0.810
C 4.793 -3.484 -0.065
H 7.628 -1.860 0.848
H 7.740 -3.778 2.434
H 5.970 -5.509 2.392
H 4.089 -5.324 0.792
H 3.974 -3.373 -0.762
*
```

The lowest unoccupied orbital energy comes out at 0.08482 hartree. For the strongest force on any atom, the calculation gives 5.91 eV/A. The HOMO energy is -0.2374 Eh. As for the energy relative to the best compared isomer or geometry (same formula, charge and spin): 0.00 kJ/mol.

CH7N2O2 | ωB97M-V/def2-TZVPD

ORCA input file:
```
! RIJCOSX wB97M-V def2-TZVPD def2/J DEFGRID3
* xyz 1 1
C -2.447 0.113 -0.440
N -0.580 -1.317 -0.114
N 1.653 0.377 0.157
O -3.553 0.553 -0.079
O -1.541 -0.402 0.341
H -2.156 0.060 -1.550
H -0.798 -1.586 -1.046
H 0.384 -0.933 0.076
H 2.393 0.086 -0.485
H 1.442 1.314 -0.224
H 2.016 0.419 1.090
H -3.807 0.673 0.788
*
```

The lowest unoccupied orbital energy comes out at -0.18435 hartree. For the strongest force on any atom, the calculation gives 4.93 eV/A. The HOMO energy is -0.5260 Eh. As for the energy relative to the best compared isomer or geometry (same formula, charge and spin): 449.90 kJ/mol.

C47H88N4O17 | ωB97M-V/def2-TZVPD

ORCA input file:
```
! RIJCOSX wB97M-V def2-TZVPD def2/J DEFGRID3
* xyz 0 1
C -1.229 -2.259 -5.034
C -1.661 -3.763 -5.256
O -1.804 -4.096 -6.600
C -2.848 -3.678 -7.330
C -2.727 -4.013 -8.829
O -3.886 -3.122 -6.865
H -1.082 -1.988 -3.989
H -2.018 -1.539 -5.250
H -0.481 -1.908 -5.745
H -0.868 -4.313 -4.749
H -2.522 -3.927 -4.607
H -3.677 -3.717 -9.274
H -2.770 -5.102 -8.844
H -1.916 -3.544 -9.387
C 2.452 -0.466 6.888
C 2.399 0.740 5.896
O 1.259 0.533 5.025
C 0.550 1.557 4.426
C -0.842 1.110 4.000
O 1.101 2.625 4.198
H 1.607 -0.393 7.573
H 3.326 -0.254 7.505
H 2.615 -1.403 6.356
H 2.434 1.667 6.468
H 3.263 0.713 5.233
H -1.590 1.896 4.113
H -1.273 0.253 4.517
H -0.841 0.921 2.927
C 2.302 -2.195 1.488
C 2.327 -1.516 2.890
O 3.182 -2.124 3.818
C 4.420 -1.840 3.745
C 5.214 -2.179 4.975
O 4.966 -1.359 2.776
H 3.206 -2.790 1.355
H 2.381 -1.432 0.713
H 1.499 -2.932 1.489
H 2.506 -0.442 2.847
H 1.312 -1.471 3.284
H 4.688 -2.832 5.671
H 5.450 -1.340 5.628
H 6.171 -2.677 4.817
C -1.736 0.273 -7.895
C -2.938 0.555 -7.106
O -3.415 1.914 -7.282
C -4.619 2.184 -7.713
C -4.897 3.663 -7.762
O -5.500 1.342 -7.928
H -1.517 -0.795 -7.873
H -0.915 0.857 -7.479
H -1.902 0.344 -8.970
H -3.769 -0.090 -7.390
H -2.761 0.403 -6.042
H -4.223 4.321 -8.309
H -4.591 3.944 -6.755
H -5.910 4.044 -7.893
C -4.550 1.720 1.416
C -4.551 0.332 2.068
O -4.983 0.453 3.386
C -6.296 0.306 3.694
C -6.557 0.384 5.187
O -7.123 -0.061 2.917
H -4.989 1.597 0.426
H -3.531 2.025 1.175
H -5.242 2.434 1.862
H -5.173 -0.365 1.506
H -3.593 -0.180 1.981
H -5.822 1.012 5.691
H -6.659 -0.606 5.631
H -7.553 0.772 5.402
C -3.714 -2.502 5.193
C -2.470 -2.616 4.244
O -1.282 -2.790 4.930
C -0.944 -3.922 5.417
C 0.523 -3.927 5.926
O -1.696 -4.884 5.443
H -4.279 -3.432 5.138
H -4.501 -1.780 4.977
H -3.373 -2.424 6.226
H -2.556 -3.232 3.350
H -2.340 -1.680 3.701
H 1.229 -3.150 5.634
H 0.932 -4.902 5.664
H 0.451 -4.072 7.004
C 7.079 6.830 2.559
C 6.202 7.396 1.302
O 4.837 6.913 1.308
C 4.495 5.846 0.631
C 2.949 5.643 0.640
O 5.133 5.201 -0.199
H 6.917 5.753 2.511
H 6.761 7.281 3.498
H 8.156 6.908 2.406
H 6.205 8.478 1.435
H 6.717 7.160 0.372
H 2.501 6.584 0.958
H 2.801 4.812 1.331
H 2.565 5.368 -0.342
O -1.036 -2.270 1.513
C -1.026 -1.381 0.703
O -0.990 -0.061 0.833
C -0.944 0.496 -0.443
C -0.413 -0.608 -1.311
O -0.975 -1.699 -0.569
H -1.905 0.827 -0.835
H -0.184 1.245 -0.663
H 0.672 -0.507 -1.349
H -0.801 -0.592 -2.330
C -1.691 3.670 -3.011
C -3.105 3.996 -2.754
C -4.129 3.032 -3.432
C -3.907 1.639 -3.102
N -3.576 0.529 -2.967
H -1.422 3.845 -4.053
H -1.527 2.594 -2.950
H -1.149 4.224 -2.245
H -3.411 4.989 -3.085
H -3.285 4.043 -1.680
H -4.092 3.150 -4.515
H -5.144 3.239 -3.094
C 3.859 -2.639 -3.838
C 3.381 -1.168 -3.632
C 3.476 -0.695 -2.172
C 3.020 0.603 -1.799
N 2.684 1.693 -1.581
H 3.216 -3.463 -3.531
H 4.792 -2.821 -3.306
H 4.068 -2.822 -4.892
H 2.339 -1.045 -3.927
H 3.983 -0.538 -4.287
H 4.546 -0.756 -1.972
H 3.152 -1.393 -1.401
C -2.622 -4.720 -1.636
C -2.057 -5.274 -0.333
C -0.752 -6.112 -0.462
C 0.269 -5.420 -1.307
N 1.003 -4.912 -2.046
H -2.152 -3.812 -2.012
H -3.712 -4.702 -1.630
H -2.173 -5.335 -2.416
H -2.838 -5.774 0.239
H -1.729 -4.407 0.240
H -0.974 -7.065 -0.943
H -0.228 -6.458 0.428
C 4.854 2.497 1.360
C 4.250 3.060 2.681
C 4.759 2.389 3.970
C 6.219 2.594 4.084
N 7.398 2.781 4.074
H 4.842 1.407 1.347
H 5.873 2.876 1.296
H 4.307 2.910 0.513
H 3.187 2.821 2.709
H 4.432 4.122 2.846
H 4.474 1.368 3.715
H 4.317 2.766 4.892
*
```

The lowest unoccupied orbital energy comes out at 0.01131 hartree. For the strongest force on any atom, the calculation gives 4.91 eV/A. As for the structure (SMILES): CCOC(C)=O.CCOC(C)=O.CCOC(C)=O.CCOC(C)=O.CCOC(C)=O.CCOC(C)=O.CCOC(C)=O.O=C1OCCO1.CCCC#N.CCCC#N.CCCC#N.CCCC#N. The HOMO energy is -0.3627 Eh.

C22H25GeIN3Se3TeV | ωB97M-V/def2-TZVPD

ORCA input file:
```
! RIJCOSX wB97M-V def2-TZVPD def2/J DEFGRID3
* xyz -1 2
V -1.352 -2.190 -0.038
Se -0.930 -3.270 2.105
Se -0.961 -5.442 1.355
Te -3.039 -5.561 -0.088
Se -2.541 -4.096 -1.971
I -2.330 -0.063 -2.314
C -0.549 -0.618 -3.310
C -0.305 -0.040 -4.524
C 0.867 -0.375 -5.225
C 1.742 -1.277 -4.693
C 1.496 -1.883 -3.440
C 2.397 -2.832 -2.906
C 2.154 -3.405 -1.692
C 1.015 -3.036 -0.953
C 0.083 -2.131 -1.420
C 0.321 -1.547 -2.699
H -1.005 0.668 -4.944
H 1.059 0.083 -6.187
H 2.644 -1.549 -5.229
H 3.279 -3.098 -3.478
H 2.833 -4.143 -1.284
H 0.900 -3.494 0.025
N -3.053 -1.680 0.424
C -3.932 -1.589 1.191
C -4.942 -1.467 2.104
C -4.872 -0.420 3.055
N -4.814 0.432 3.831
C -6.018 -2.386 2.122
N -6.896 -3.133 2.136
C 4.191 3.085 0.267
C 3.242 2.148 -0.477
C 2.112 1.632 0.412
C 1.150 0.717 -0.344
Ge -0.232 -0.156 0.823
C -1.610 1.205 1.361
C -1.118 2.525 1.960
C -0.460 2.361 3.327
C -0.050 3.698 3.937
H 4.994 3.437 -0.383
H 4.644 2.576 1.121
H 3.653 3.956 0.645
H 3.802 1.294 -0.870
H 2.809 2.671 -1.335
H 1.572 2.488 0.830
H 2.540 1.085 1.258
H 1.724 -0.078 -0.826
H 0.643 1.271 -1.142
H 0.607 -0.405 2.120
H -2.285 0.721 2.072
H -2.201 1.414 0.465
H -1.975 3.202 2.063
H -0.415 3.008 1.273
H 0.418 1.719 3.223
H -1.163 1.851 3.992
H 0.659 4.217 3.288
H 0.417 3.560 4.914
H -0.922 4.343 4.071
*
```

The lowest unoccupied orbital energy (alpha / beta) comes out at 0.03869 / 0.06028 hartree. For the strongest force on any atom, the calculation gives 3.14 eV/A. The HOMO energy (alpha / beta) is -0.1652 / -0.1662 Eh. As for the energy relative to the best compared isomer or geometry (same formula, charge and spin): 152.13 kJ/mol.